Record 1
This record from the OMol25 dataset describes a 15-piece molecular cluster, C21H31BCl43FO3PSi overall at a distorted geometry. The level of theory is ωB97M-V/def2-TZVPD.

```
! RIJCOSX wB97M-V def2-TZVPD def2/J DEFGRID3
* xyz -1 1
C 1.65858 -4.31785 -0.07846
C 0.73047 -3.28706 0.59437
F 1.41797 -2.83328 1.77000
C 0.43802 -2.03980 -0.25465
O 1.39601 -1.73956 -1.22881
B 0.74110 -0.63040 -2.00843
O -0.66968 -1.13301 -2.11109
C -0.99558 -1.80030 -0.88730
P -1.74871 -0.38528 0.07150
O -2.91314 0.10754 -0.98235
Cl -2.79832 -1.31545 1.67977
Si -2.10416 -3.24670 -1.50678
C -1.61586 -4.97356 -0.92364
C -2.01669 -3.27071 -3.38041
C -3.89129 -3.00522 -0.97056
H 2.57533 -4.43190 0.50840
H 1.18362 -5.30831 -0.15357
H 1.93229 -3.99703 -1.08815
H -0.18765 -3.74986 0.97925
H 0.53117 -1.22465 0.50309
H 1.20824 -0.43439 -3.09549
H 0.76479 0.37561 -1.26453
H -3.16287 1.01258 -0.75250
H -0.56781 -5.18316 -1.15789
H -2.26484 -5.72590 -1.39223
H -1.76157 -5.05899 0.16546
H -2.37885 -2.33934 -3.82611
H -0.95592 -3.39817 -3.63523
H -2.54859 -4.14373 -3.78664
H -4.51991 -3.75835 -1.47573
H -4.27212 -2.01643 -1.23659
H -3.98752 -3.17224 0.10775
C -1.43112 4.08043 1.25684
Cl -2.81455 4.36554 0.18281
Cl -1.89831 4.36257 2.94006
Cl -0.76677 2.47000 0.98500
H -0.68184 4.81196 0.99136
C 3.17940 -0.98386 -5.70330
Cl 3.77098 -0.52634 -4.10907
Cl 3.05729 -2.74108 -5.83304
Cl 1.63586 -0.21430 -6.06548
H 3.89393 -0.64718 -6.44145
C -2.26792 8.44287 1.32808
Cl -3.69554 7.75269 2.09622
Cl -0.81240 7.54012 1.76229
Cl -2.46434 8.51784 -0.42468
H -2.14862 9.46391 1.67730
C 4.10837 3.49428 -6.65023
Cl 2.66593 3.64707 -7.65658
Cl 3.71342 3.70275 -4.94780
Cl 4.90273 1.94165 -6.91824
H 4.79988 4.27476 -6.93737
C -5.27181 1.45049 -3.39431
Cl -4.95371 3.10342 -2.86247
Cl -6.63809 0.78556 -2.50607
Cl -5.58439 1.40840 -5.13380
H -4.39263 0.85059 -3.18689
C 1.05787 -5.36660 3.85621
Cl 1.90814 -5.70216 5.37556
Cl 0.53208 -6.87934 3.10844
Cl -0.30603 -4.29223 4.10812
H 1.74996 -4.88269 3.18016
C 8.18085 -0.66247 -6.24896
Cl 8.56423 0.81818 -7.13381
Cl 9.47331 -1.05374 -5.10795
Cl 6.63493 -0.53004 -5.41935
H 8.11678 -1.47154 -6.96483
C -4.20456 -3.60517 5.54613
Cl -4.10992 -2.61116 4.09186
Cl -5.88103 -4.02739 5.93069
Cl -3.23070 -5.05903 5.33060
H -3.80790 -3.03527 6.37623
C -0.79555 12.42759 3.25235
Cl -1.48240 13.70064 4.25902
Cl -0.18634 11.09932 4.22994
Cl -1.98115 11.85249 2.07377
H 0.03715 12.84550 2.70265
C -0.09541 -6.07591 -6.10667
Cl -0.48659 -4.37784 -6.34028
Cl 1.59631 -6.28002 -5.64284
Cl -1.15828 -6.81167 -4.90262
H -0.24757 -6.59179 -7.04492
C -2.26172 5.88047 7.02485
Cl -0.69690 5.18530 7.42834
Cl -2.07994 7.43424 6.21214
Cl -3.21125 4.78390 6.02730
H -2.80257 6.04731 7.94672
C -5.10974 1.78869 6.32063
Cl -6.57494 2.38532 5.53962
Cl -5.29795 1.77783 8.07921
Cl -4.67589 0.19465 5.71713
H -4.30434 2.46894 6.07862
C 10.45926 -4.84067 -4.82696
Cl 9.12322 -5.64703 -4.01218
Cl 11.97801 -5.69988 -4.55543
Cl 10.13530 -4.67150 -6.55251
H 10.55637 -3.84692 -4.40997
C 1.16682 1.59218 10.30316
Cl 1.65459 3.01767 9.39008
Cl 2.17752 1.38330 11.73545
Cl -0.53832 1.68154 10.74601
H 1.30200 0.72770 9.66662
*
```


Record 2
This record from the OMol25 dataset describes a 2-piece molecular cluster, C20H30N6O6S overall at a distorted geometry. The level of theory is ωB97M-V/def2-TZVPD.

```
! RIJCOSX wB97M-V def2-TZVPD def2/J DEFGRID3
* xyz 0 1
C -0.12342 3.25859 -0.31873
C 0.08767 1.88583 0.30582
O 0.25287 1.87658 1.51387
O 0.11341 0.77002 -0.46732
C -0.88737 0.66218 -1.49940
C -2.29376 0.68256 -0.93518
N -2.63388 0.11488 0.18997
N -3.95667 0.40348 0.31095
N -4.48786 1.13224 -0.70944
C -3.46636 1.32310 -1.50134
C -3.56799 2.12131 -2.77681
N -4.53903 1.52189 -3.70486
S -3.99527 0.43078 -4.90212
O -5.05116 0.36953 -5.91508
O -2.69972 0.90486 -5.40715
C -3.83903 -1.17107 -4.05469
C -4.98262 -1.91471 -3.72637
C -4.85517 -3.18082 -3.14452
C -3.58794 -3.71576 -2.89239
C -2.44565 -2.98404 -3.22949
C -2.56972 -1.72093 -3.81666
H 0.44466 3.33933 -1.24819
H 0.22331 4.03757 0.36615
H -1.18324 3.42229 -0.52293
H -0.75620 1.44777 -2.24849
H -0.74244 -0.29440 -2.00963
H -4.50846 0.10078 1.11976
H -3.91806 3.12547 -2.51342
H -2.58891 2.23902 -3.25082
H -5.31579 1.09492 -3.21625
H -5.97335 -1.52216 -3.94754
H -5.74421 -3.75396 -2.89794
H -3.49212 -4.69999 -2.44220
H -1.46085 -3.40488 -3.04789
H -1.67335 -1.17976 -4.11247
C 6.10177 2.12097 3.28702
N 4.94010 1.29631 2.96066
C 3.84484 1.16143 3.71546
O 3.72786 1.74221 4.79080
C 2.68286 0.28254 3.22146
N 2.59341 -0.02454 1.76974
C 3.48487 -0.56575 0.93739
C 3.03023 -0.74441 -0.49136
O 4.62228 -0.88771 1.24999
C 2.51541 -0.96165 4.12178
C 1.25148 -1.75861 3.77193
C 3.71579 -1.91536 4.13095
H 7.01613 1.58761 3.02446
H 6.05484 3.05556 2.72780
H 6.12139 2.34831 4.35506
H 4.99425 0.70203 2.14183
H 1.80581 0.89541 3.42962
H 1.70176 0.21206 1.35342
H 2.80226 0.23009 -0.91738
H 3.82694 -1.21671 -1.06370
H 2.14169 -1.37208 -0.51091
H 2.38773 -0.60345 5.14362
H 1.10461 -2.54777 4.50919
H 0.38514 -1.09676 3.78849
H 1.34458 -2.20857 2.78348
H 3.56722 -2.67593 4.89716
H 3.82131 -2.40759 3.16510
H 4.63113 -1.37011 4.35976
*
```

Summary:
Energy relative to the best compared isomer or geometry (same formula, charge and spin) (kcal per mole): 10.6
SMILES: CC(=O)OCc1n[nH]nc1CNS(=O)(=O)c1ccccc1.CNC(=O)[C@@H](NC(C)=O)C(C)C


Record 3
This record from the OMol25 dataset describes one molecule with the formula C4H12N2S at a distorted geometry. The level of theory is ωB97M-V/def2-TZVPD.

```
! RIJCOSX wB97M-V def2-TZVPD def2/J DEFGRID3
* xyz 0 1
N -1.96621 -1.34751 0.45941
C -0.85906 -0.98444 -0.45132
C 0.22556 -0.34122 0.40396
N 0.90512 -1.22900 1.40714
C 1.22278 0.34556 -0.59067
C 0.45131 1.56456 -1.09530
S -0.22015 2.63881 0.25395
H -2.06925 -2.36085 0.52737
H -2.71662 -0.92453 -0.02901
H -1.26930 -0.31716 -1.31045
H -0.54526 -1.80669 -1.02920
H -0.33497 0.30883 1.23856
H 1.58074 -0.75596 2.06636
H 0.39736 -1.59632 2.22326
H 2.10228 0.59058 0.00910
H 1.25226 -0.31151 -1.49432
H 1.26456 2.15344 -1.57297
H -0.29196 1.31543 -1.87956
H 0.87080 3.05799 0.86371
*
```

Summary:
Energy relative to the best compared isomer or geometry (same formula, charge and spin) (kcal per mole): 47.5
SMILES: NC[C@@H](N)CCS


Record 4
This record from the OMol25 dataset describes a 3-piece molecular cluster, C20H31Br3N2O8P2 overall at a distorted geometry. The level of theory is ωB97M-V/def2-TZVPD.

```
! RIJCOSX wB97M-V def2-TZVPD def2/J DEFGRID3
* xyz 0 1
C 0.70094 7.50080 -3.45519
C 0.37969 6.54194 -4.78718
C 1.61363 5.45705 -4.89925
Br 3.31038 6.31049 -5.53928
C 1.22218 4.10809 -5.79516
C 1.14432 4.17552 -7.41964
N 0.80700 3.04945 -8.35751
C 0.59019 1.80793 -7.54010
C 0.24319 0.41308 -8.38940
C -0.06114 -1.04462 -7.70223
C -0.00673 -1.17239 -6.06757
C 0.34251 0.19644 -5.21500
C 0.37408 0.18433 -3.54304
Br 1.99192 -0.26187 -2.44289
C -0.94113 0.57771 -2.89840
C -1.18881 0.69757 -1.28088
Br -2.53904 0.99367 -4.08559
C 0.64821 1.67840 -5.92046
N 0.94562 2.84778 -5.02583
H 1.76920 8.00131 -3.60684
H 0.81949 6.80072 -2.50513
H -0.09965 8.35041 -3.30814
H 0.35544 7.30484 -5.70460
H -0.68969 6.04041 -4.73035
H 1.81537 5.08319 -3.78403
H 1.37962 5.23224 -7.92291
H 0.21212 0.45609 -9.58015
H -0.33750 -2.01854 -8.31253
H -0.24185 -2.22732 -5.59616
H -1.62996 1.79037 -1.09261
H -0.21170 0.63472 -0.62851
H -2.01501 -0.08133 -0.99554
C -1.37268 -2.88192 3.22188
O -1.43867 -3.93619 2.27651
P -0.90270 -3.50918 0.68809
O -2.08661 -2.54874 0.52564
O -1.37242 -4.98637 0.12104
C -1.13152 -6.14624 0.88984
O -0.36670 -3.08209 -0.90049
C 0.86574 -3.66477 -1.27443
H -1.58159 -3.29178 4.21381
H -0.37627 -2.44031 3.22103
H -2.12344 -2.11844 2.99816
H -1.99076 -6.33168 1.54319
H -0.21996 -6.04070 1.49430
H -1.01084 -7.00205 0.22335
H 0.73192 -4.72982 -1.47966
H 1.60341 -3.52845 -0.47891
H 1.22635 -3.17168 -2.18106
C -2.24865 -1.98629 9.61038
O -0.87689 -2.13136 9.28358
P -0.36394 -1.20437 7.91600
O -1.24370 -2.05022 6.98809
O 1.12521 -1.91328 7.98073
C 1.74962 -2.12999 9.22874
O 0.14903 -0.27730 6.54827
C 0.98697 0.81541 6.86784
H -2.43165 -2.48238 10.56745
H -2.50190 -0.93019 9.70187
H -2.87638 -2.45985 8.84993
H 1.46864 -3.11884 9.60657
H 1.46307 -1.35805 9.95638
H 2.83301 -2.10246 9.09956
H 1.98183 0.45847 7.14568
H 0.55539 1.39303 7.68984
H 1.07420 1.45961 5.98890
*
```

Summary:
Energy relative to the best compared isomer or geometry (same formula, charge and spin) (kcal per mole): 456.4
SMILES: CC[C@H](Br)c1cnc2cccc(/C(Br)=C(/C)Br)c2n1.COP(=O)(OC)OC.COP(=O)(OC)OC


Record 5
This record from the OMol25 dataset describes C16H17Cl2F5O2Pb as an isolated structure at a distorted geometry. The level of theory is ωB97M-V/def2-TZVPD.

```
! RIJCOSX wB97M-V def2-TZVPD def2/J DEFGRID3
* xyz -2 1
C 0.29546 -1.17245 -2.05136
C 1.15148 -0.02180 -2.20277
C 0.32057 1.15077 -2.23240
C 2.63494 -0.00399 -2.36587
C -1.05209 0.72722 -2.13573
C -1.06832 -0.70756 -2.01505
C -2.29000 -1.55272 -1.87393
C 0.74927 -2.59025 -1.95320
C 0.79248 2.55059 -2.45791
C -2.22537 1.64372 -2.20603
Pb 0.08270 0.10299 0.23833
Cl 4.89936 1.47822 0.82479
Cl 2.38439 -0.80078 0.73891
O -1.91434 0.67776 0.83208
H 3.07126 -0.95147 -2.02022
H 3.10683 0.80908 -1.77979
H 2.85059 0.14023 -3.44018
H 1.76935 2.71781 -1.97073
H 0.06141 3.27659 -2.06229
H 0.90255 2.72195 -3.54602
H -2.04391 2.58926 -1.66002
H -3.12325 1.15779 -1.79546
H -2.38899 1.88644 -3.27259
H -3.09600 -1.02130 -1.33178
H -2.06424 -2.49782 -1.34993
H -2.64000 -1.78116 -2.89718
H 1.72238 -2.67627 -1.43462
H 0.85885 -2.96639 -2.98633
H 0.01080 -3.20839 -1.41511
H -1.74099 1.54348 1.24490
O -0.63306 -1.85610 0.92474
H -1.47527 -1.48972 1.30037
F 0.15562 -1.11045 3.33808
C 0.45240 0.19986 3.33668
C 0.52017 1.00494 2.23649
C 0.83911 2.33010 2.22068
F 0.88233 3.06859 1.07971
C 1.11346 2.90745 3.45465
F 1.43602 4.19919 3.52687
C 1.05301 2.12996 4.60378
F 1.31687 2.67790 5.80129
C 0.72419 0.78467 4.55238
F 0.66047 0.02994 5.64177
*
```

Summary:
Energy relative to the best compared isomer or geometry (same formula, charge and spin) (kcal per mole): 0.0


Record 6
This record from the OMol25 dataset describes a 2-piece molecular cluster, C4H12N2 overall at a distorted geometry. The level of theory is ωB97M-V/def2-TZVPD.

```
! RIJCOSX wB97M-V def2-TZVPD def2/J DEFGRID3
* xyz 2 1
C 0.79853 1.03425 -0.35457
C 0.89400 -0.19778 0.51783
C -0.57942 -0.54491 0.65462
C -1.30127 -1.07339 -0.30560
N -2.71540 -1.39791 0.04467
N 2.62318 1.83575 -0.40685
H 0.24587 1.94117 -0.16920
H 1.07024 0.81041 -1.37873
H 1.36242 0.19033 1.42305
H 1.50422 -0.98193 0.08447
H -0.95795 -0.44648 1.67053
H -1.07951 -1.39200 -1.31073
H -3.01938 -2.37088 -0.06161
H -3.36206 -0.92828 -0.60284
H -2.90435 -1.12267 1.00538
H 3.61071 1.59051 -0.47585
H 2.42948 2.10319 0.55533
H 2.48155 2.68059 -0.96342
*
```

Summary:
Energy relative to the best compared isomer or geometry (same formula, charge and spin) (kcal per mole): 49.4


Record 7
This record from the OMol25 dataset describes one molecule with the formula C3H2N4O at a distorted geometry. The level of theory is ωB97M-V/def2-TZVPD.

```
! RIJCOSX wB97M-V def2-TZVPD def2/J DEFGRID3
* xyz 0 1
C 1.96525 -0.04228 0.00070
N 1.30519 -1.10990 0.01882
C 0.01038 -0.70930 -0.02906
N -1.18196 -1.19291 -0.12143
N -1.90141 -0.01032 -0.07286
N -1.34632 1.18310 0.03074
C -0.05926 0.73282 -0.09852
O 1.16615 1.20621 -0.08479
H 3.01969 0.10579 -0.00137
H -2.97770 -0.16321 0.35777
*
```

Summary:
Energy relative to the best compared isomer or geometry (same formula, charge and spin) (kcal per mole): 26.5
SMILES: c1nc2n[nH]nc2o1


Record 8
This record from the OMol25 dataset describes a 2-piece molecular cluster, CH5NO2P overall at a distorted geometry. The level of theory is ωB97M-V/def2-TZVPD.

```
! RIJCOSX wB97M-V def2-TZVPD def2/J DEFGRID3
* xyz -1 1
C 2.02139 -1.58167 -0.06648
N -1.62777 1.44406 -0.07369
O 4.02705 0.28547 0.26226
O 1.76556 1.16316 -0.50469
P 2.55780 0.01642 0.02747
H 1.05571 -1.67796 -0.08174
H -1.66939 0.39993 0.19484
H 2.82133 -2.29345 0.30600
H -1.75021 2.18964 0.59992
H -0.59992 1.47840 -0.35372
*
```

Summary:
Energy relative to the best compared isomer or geometry (same formula, charge and spin) (kcal per mole): 42.8


Number 1: HOMO energy -4.65 eV, gap between HOMO and LUMO 6.08 eV, LUMO level 1.436 eV. Number 2: HOMO energy -9.02 eV, gap between HOMO and LUMO 9.04 eV, LUMO level 0.020 eV. Number 3: HOMO energy -8.23 eV, gap between HOMO and LUMO 9.13 eV, LUMO level 0.904 eV. Number 4: HOMO energy -8.27 eV, gap between HOMO and LUMO 5.36 eV, LUMO level -2.908 eV. Number 5: HOMO energy -1.18 eV, gap between HOMO and LUMO 5.51 eV, LUMO level 4.328 eV. Number 6: HOMO energy -19.45 eV, gap between HOMO and LUMO 11.10 eV, LUMO level -8.348 eV. Number 7: HOMO energy -9.39 eV, gap between HOMO and LUMO 9.81 eV, LUMO level 0.420 eV. Number 8: HOMO energy -3.75 eV, gap between HOMO and LUMO 7.87 eV, LUMO level 4.114 eV.